Density functional theory data (ωB97M-V with the def2-TZVPD basis set) for the ion C3H10N2S with charge -1 in a non-equilibrium geometry.

Each line ends with the Löwdin charge.
CARTESIAN COORDINATES (ANGSTROEM)
N: 0.47744 -1.22425 0.85878  0.01
C: -0.13182 -0.02393 0.10331  -0.54
C: -0.46157 1.13094 1.01400  -0.48
S: -1.61096 0.47617 2.57354  -0.01
C: 0.69422 0.25578 -1.03299  -0.40
N: 0.88603 -0.84609 -1.87181  -0.03
H: 0.07887 -1.27955 1.78170  -0.01
H: 0.33478 -2.10297 0.38701  0.04
H: -1.16722 -0.42498 -0.28131  0.14
H: 0.53689 1.25483 1.55512  0.06
H: -0.67590 2.08555 0.51428  0.04
H: -2.72326 0.59010 1.75251  -0.21
H: 1.66037 0.55222 -0.69235  0.11
H: 0.20856 1.05000 -1.61155  0.11
H: 0.15780 -0.91149 -2.59607  0.07
H: 1.73576 -0.58233 -2.45418  0.09

Values from the calculation:
ΔE to the lowest compared entry with this formula, charge and spin, kJ/mol: 109.27
Multiplicity: 2
Frontier orbital gap (spin up / spin down), eV: 2.7 / 7.9
Lowest unoccupied orbital energy (spin up / spin down), eV: 3.51 / 3.43
Net charge: -1
Expectation value of S²: 0.753
Electronic energy, Ha: -627.91174